(1)
Here is a molecular structure, C37H47BCrN9OS3 from the OMol25 dataset. Energies are from ωB97M-V/def2-TZVPD.

The calculation puts the total energy at -116157.3821 eV. The expectation value of S² is 3.98. As for the net charge: +4. The calculation puts the HOMO energy (alpha / beta) at -0.713 / -0.713 Ha. The calculation puts the LUMO energy (alpha / beta) at -0.4791 / -0.5422 hartree. The multiplicity is 4.

Each line ends with the Löwdin charge.
Geometry (Å):
Cr -3.525 0.087 0.127  0.538
C -1.369 3.644 3.396  -0.026
C -0.472 2.788 2.571  -0.195
C 0.896 2.862 2.702  0.123
C 1.736 2.014 1.976  -0.110
N 1.209 1.180 1.063  0.228
N -0.086 1.117 0.880  0.098
B -0.356 -0.038 -0.153  -0.666
N -0.085 -1.410 0.528  0.030
N 1.182 -1.804 0.329  0.215
C 1.560 -2.993 0.752  -0.149
C 0.633 -3.831 1.409  0.126
C -0.658 -3.432 1.640  -0.211
C -1.634 -4.311 2.349  -0.031
C -1.011 -2.148 1.149  -0.466
S -2.665 -1.634 1.454  0.920
C 3.000 -3.409 0.528  -0.537
C 3.721 -3.206 1.874  -0.003
C 3.650 -2.558 -0.562  -0.038
C 3.072 -4.888 0.130  -0.023
N 0.442 0.064 -1.500  0.053
N 1.504 0.841 -1.698  0.225
C 2.100 0.771 -2.875  -0.149
C 1.681 -0.167 -3.852  0.124
C 0.550 -0.923 -3.679  -0.193
C 0.011 -1.881 -4.689  0.000
C -0.083 -0.709 -2.448  -0.367
S -1.664 -1.372 -2.025  1.208
C 3.226 1.729 -3.209  -0.544
C 4.478 0.921 -3.583  -0.011
C 2.761 2.570 -4.412  -0.013
C 3.547 2.659 -2.049  -0.052
C -0.973 1.827 1.642  -0.455
S -2.652 1.584 1.697  1.081
C 3.222 2.000 2.174  -0.528
C 3.533 1.880 3.678  -0.009
C 3.749 3.358 1.661  0.008
C 3.872 0.843 1.428  -0.037
H -0.783 4.402 3.911  0.112
H -1.881 3.045 4.153  0.112
H -2.125 4.147 2.793  0.100
H 1.327 3.561 3.406  0.152
H 0.946 -4.818 1.722  0.145
H -1.208 -5.301 2.494  0.107
H -2.563 -4.417 1.788  0.089
H -1.877 -3.901 3.330  0.108
H 3.649 -2.172 2.214  0.067
H 4.774 -3.456 1.759  0.111
H 3.311 -3.853 2.650  0.099
H 3.635 -1.498 -0.318  0.056
H 3.154 -2.706 -1.523  0.088
H 4.688 -2.866 -0.675  0.106
H 2.791 -5.558 0.941  0.089
H 4.102 -5.131 -0.131  0.108
H 2.454 -5.109 -0.741  0.101
H 2.244 -0.252 -4.772  0.148
H 0.338 -1.613 -5.692  0.112
H -1.080 -1.899 -4.687  0.083
H 0.368 -2.891 -4.478  0.117
H 4.352 0.343 -4.499  0.090
H 4.776 0.245 -2.780  0.093
H 5.302 1.612 -3.758  0.109
H 2.519 1.959 -5.281  0.089
H 3.567 3.241 -4.706  0.109
H 1.892 3.180 -4.160  0.100
H 4.003 2.117 -1.224  0.064
H 2.661 3.184 -1.689  0.085
H 4.263 3.406 -2.390  0.110
H 3.250 2.767 4.242  0.093
H 4.610 1.763 3.794  0.112
H 3.054 1.007 4.120  0.100
H 3.293 4.201 2.180  0.097
H 3.584 3.471 0.592  0.072
H 4.821 3.398 1.851  0.115
H 3.688 -0.103 1.940  0.068
H 4.949 1.000 1.404  0.114
H 3.507 0.757 0.406  0.049
C -6.251 -0.477 3.495  0.021
C -7.484 -0.207 2.923  0.044
C -7.531 0.160 1.587  0.059
C -6.359 0.231 0.856  -0.165
N -5.152 -0.064 1.403  -0.058
C -5.120 -0.392 2.710  -0.153
C -6.309 0.656 -0.551  -0.169
C -7.424 0.969 -1.304  0.059
C -7.262 1.382 -2.621  0.045
C -5.983 1.466 -3.144  0.022
C -4.910 1.136 -2.341  -0.057
N -5.058 0.737 -1.064  0.013
H -6.158 -0.750 4.536  0.139
H -8.393 -0.267 3.507  0.147
H -8.478 0.394 1.127  0.134
H -4.152 -0.591 3.144  0.064
H -8.414 0.898 -0.882  0.133
H -8.124 1.635 -3.222  0.147
H -5.809 1.785 -4.161  0.139
H -3.901 1.194 -2.716  0.117
O -2.403 0.964 -1.130  -0.224
N -1.788 -0.149 -0.741  -0.502

---

(2)
Here is a molecular structure, C37H47FN6O6SSbTi at a distorted geometry from the OMol25 dataset. Energies are from ωB97M-V/def2-TZVPD.

The calculation puts the total energy at -103562.5264 eV. The expectation value of S² is 3.85. As for the net charge: 0. The calculation puts the HOMO energy (alpha / beta) at -0.211 / -0.293 Ha. The calculation puts the LUMO energy (alpha / beta) at -0.0329 / -0.0268 hartree. The multiplicity is 4.

Each line ends with the natural charge from an NBO analysis.
Geometry (Å):
Ti -0.236 0.419 0.144  1.576
C 3.047 0.975 6.279  -0.641
C 2.519 0.700 4.901  0.060
C 3.116 -0.239 4.086  -0.272
C 2.664 -0.476 2.761  -0.221
C 2.992 -1.601 2.009  0.073
N 3.677 -2.680 2.463  -0.578
C 3.641 -3.986 1.858  -0.203
C 2.999 -5.085 2.729  -0.417
C 1.474 -5.012 2.924  -0.214
N 1.047 -3.774 3.544  -0.594
C 0.276 -2.858 2.886  0.021
C -0.959 -3.066 2.275  -0.124
C -1.887 -4.088 2.564  -0.216
C -3.209 -3.977 2.164  -0.036
C -4.228 -4.963 2.667  -0.624
C -3.618 -2.910 1.370  -0.192
C -2.705 -1.926 0.932  -0.252
C -3.098 -0.785 0.179  0.214
N -2.298 0.148 -0.251  -0.554
C -2.910 1.347 -0.769  -0.227
C -2.869 2.486 0.289  -0.418
C -2.390 2.022 1.670  -0.215
N -1.027 1.521 1.698  -0.557
C -0.340 1.793 2.775  0.187
C 0.904 1.209 3.140  -0.270
C 1.386 1.369 4.452  -0.221
C 1.643 0.405 2.217  0.524
O 1.378 0.423 0.967  -0.671
C -1.362 -2.010 1.375  0.439
O -0.466 -1.180 0.993  -0.751
H 3.864 0.297 6.516  0.208
H 3.416 1.998 6.341  0.218
H 2.263 0.862 7.026  0.215
H 3.961 -0.802 4.460  0.189
H 2.604 -1.676 1.004  0.217
H 4.091 -2.618 3.381  0.385
H 3.105 -3.904 0.913  0.211
H 4.671 -4.302 1.644  0.195
H 3.227 -6.049 2.266  0.222
H 3.471 -5.076 3.715  0.194
H 0.951 -5.116 1.970  0.208
H 1.186 -5.856 3.566  0.191
H 1.753 -3.358 4.135  0.382
H 0.630 -1.835 2.894  0.207
H -1.579 -4.899 3.208  0.208
H -3.794 -5.605 3.431  0.212
H -5.073 -4.426 3.100  0.216
H -4.609 -5.592 1.862  0.218
H -4.656 -2.826 1.080  0.207
H -4.177 -0.682 -0.011  0.185
H -2.356 1.660 -1.660  0.222
H -3.952 1.158 -1.066  0.196
H -2.217 3.290 -0.054  0.223
H -3.872 2.898 0.412  0.222
H -2.495 2.866 2.373  0.200
H -3.050 1.213 2.022  0.200
H -0.791 2.459 3.522  0.182
H 0.844 2.012 5.129  0.200
F -2.853 1.788 -4.321  -0.315
C -1.561 1.808 -4.703  0.248
C -0.679 1.019 -4.061  -0.032
N 0.640 0.990 -4.382  -0.413
C 1.534 0.099 -3.663  -0.312
C 1.333 0.275 -2.135  0.780
O 2.121 0.954 -1.506  -0.578
O 0.284 -0.276 -1.646  -0.795
C 1.160 1.818 -5.366  0.791
O 2.327 1.840 -5.665  -0.612
N 0.217 2.602 -5.996  -0.629
C -1.163 2.666 -5.805  0.588
O -1.867 3.354 -6.502  -0.570
H -0.994 0.374 -3.250  0.264
H 2.557 0.377 -3.927  0.269
H 1.327 -0.936 -3.945  0.209
H 0.584 3.194 -6.733  0.433
S 0.526 3.798 -0.657  0.257
C 0.030 2.328 -0.572  -0.366
C -3.894 -4.344 -1.713  -0.620
C -2.959 -4.070 -2.876  -0.733
Sb -1.582 -2.379 -2.513  0.997
C -0.755 -2.650 -4.574  -0.716
C 0.506 -3.482 -4.707  -0.621
C -0.243 -3.726 -1.424  -0.728
C 1.078 -3.118 -1.014  -0.603
H -4.560 -5.175 -1.944  0.203
H -4.502 -3.465 -1.505  0.193
H -3.332 -4.592 -0.813  0.205
H -3.537 -3.821 -3.766  0.206
H -2.363 -4.954 -3.107  0.203
H -0.598 -1.658 -5.000  0.198
H -1.562 -3.112 -5.139  0.217
H 0.828 -3.519 -5.749  0.209
H 1.324 -3.064 -4.122  0.193
H 0.335 -4.502 -4.374  0.204
H -0.092 -4.617 -2.035  0.212
H -0.797 -4.015 -0.531  0.217
H 1.641 -2.749 -1.869  0.194
H 1.691 -3.868 -0.511  0.183
H 0.902 -2.282 -0.336  0.214